Model a:
This record from OMol25 describes a gas-phase ion, C8H15N2 (charge +1). The level of theory is ωB97M-V/def2-TZVPD.

Positions of all 25 atoms, in Å:
C 2.2874 -0.0876 1.7370
C 2.6027 0.0643 0.3881
C 0.8795 -0.1940 1.7230
C -1.7746 0.1595 1.3762
C -1.4680 -1.2039 -0.5809
C -1.2277 1.2288 -0.8543
C 1.4421 -0.1403 -1.7980
C -0.9635 -0.0202 0.0979
N 1.4712 -0.1600 -0.3398
N 0.4194 -0.1624 0.5022
H 2.8923 0.1044 2.5025
H 3.4534 0.2479 -0.1298
H 0.2051 -0.5217 2.5056
H -1.5071 0.9799 2.1381
H -2.8120 0.2263 1.0455
H -1.7849 -0.7471 1.9659
H -1.9664 -0.9627 -1.5298
H -0.5759 -1.6785 -0.8905
H -2.1585 -1.8924 -0.0335
H -1.3008 1.0429 -1.9280
H -2.1652 1.7463 -0.6658
H -0.4364 1.9906 -0.6395
H 1.3924 0.9559 -2.1217
H 2.3995 -0.2988 -2.2352
H 0.6960 -0.6773 -2.2355

Values from the calculation:
- Net charge: +1
- SMILES string: Cn1ccc[n+]1C(C)(C)C
- Frontier orbital gap: 10.95 eV



Model b:
This record from OMol25 describes a gas-phase ion, C8H15N2 (charge +1). The level of theory is ωB97M-V/def2-TZVPD.

Positions of all 25 atoms, in Å:
C -0.4441 1.7989 -0.2437
C 0.1002 -0.2404 1.3835
C 2.2649 1.4512 0.8476
C 2.0600 0.3377 0.1198
C -1.0020 0.5958 0.6201
C -0.9877 0.9780 -1.4030
C 1.0294 -2.0390 -0.0062
C -2.3270 -1.0509 -1.0683
N 1.0573 -0.5801 0.3237
N -1.4273 0.0297 -0.6204
H -1.0108 2.7656 -0.1384
H 0.6070 1.8955 -0.1682
H 0.4353 0.5263 2.1281
H -0.2474 -1.1257 1.8536
H 3.0476 2.0656 0.4366
H 1.5570 1.8434 1.5855
H 2.6822 0.0997 -0.7553
H -1.7001 0.8451 1.3954
H -1.1091 0.8094 -2.5331
H 0.0088 -2.3458 0.0186
H 1.3772 -2.0048 -1.0130
H 1.4950 -2.6927 0.6409
H -2.1350 -1.9340 -0.4017
H -3.3568 -0.8546 -0.9399
H -1.9746 -1.1741 -2.0622

Values from the calculation:
- Net charge: +1
- SMILES string: C=CN(C)C[C@H]1CC=[N+]1C
- Frontier orbital gap: 7.28 eV



model a wins, 1.747 eV ahead of the next structure.



Model a:
This record from OMol25 describes 2 unconnected molecules or ions with the total composition C2H6NO2. The level of theory is ωB97M-V/def2-TZVPD.

Positions of all 11 atoms, in Å:
C -0.5642 -0.2971 -0.0199
C 2.6261 0.6483 -0.0603
N -1.9500 -0.9977 0.0075
O -0.7351 0.9516 -0.6349
O -0.5285 0.7898 0.7921
H 2.5985 1.5168 0.5947
H 3.5139 0.7831 -0.7426
H 1.9915 -0.2209 0.3277
H -2.1076 -1.6370 -0.8004
H -2.4937 -0.1858 -0.3882
H -2.3510 -1.3513 0.9242

Values from the calculation:
- Net charge: +1
- Frontier orbital gap (alpha / beta): 4.65 / 11.52 eV



Model b:
This record from OMol25 describes a gas-phase ion, C2H6NO2 (charge +1). The level of theory is ωB97M-V/def2-TZVPD.

Positions of all 11 atoms, in Å:
O -0.2852 0.0751 1.8239
C 0.0866 0.0684 0.7083
O 1.2768 -0.4150 0.2553
C -0.6723 0.6008 -0.4956
N -0.3409 -0.1979 -1.7549
H 1.9201 -0.4543 0.9835
H -1.7553 0.5855 -0.4533
H -0.3760 1.6303 -0.6928
H -1.1119 -0.0795 -2.4159
H 0.5330 0.0624 -2.2086
H -0.2140 -1.1815 -1.4886

Values from the calculation:
- Net charge: +1
- SMILES string: [NH3+]CC(=O)O
- Frontier orbital gap: 11.55 eV



Model c:
This record from OMol25 describes 2 unconnected molecules or ions with the total composition C2H6NO2. The level of theory is ωB97M-V/def2-TZVPD.

Positions of all 11 atoms, in Å:
C -0.8927 0.0955 -2.7622
N 0.0107 0.7191 -2.1051
H -1.8900 0.0188 -2.3279
H -0.8684 0.1422 -3.8589
H 0.6308 1.3472 -2.6066
H 0.0243 0.6196 -1.0831
O 0.3901 0.2201 0.6315
C 0.6073 -0.1016 1.7726
O -0.1438 -0.9269 2.4269
H 1.4442 0.3372 2.3355
H 0.0265 -1.4850 3.1953

Values from the calculation:
- Net charge: +1
- Frontier orbital gap: 9.32 eV



model b wins, 1.142 eV ahead of the next structure.



Model a:
This record from OMol25 describes a gas-phase ion, C4H5N2O (charge +1). The level of theory is ωB97M-V/def2-TZVPD.

Positions of all 12 atoms, in Å:
C -0.8150 -2.8991 -0.2427
C -0.7590 -1.7352 -0.1070
C -1.7269 -0.2275 1.5284
C 0.8084 1.5859 -0.2647
N -0.6786 -0.0804 0.5662
N -0.2166 1.1591 0.5708
O -1.7782 0.4238 2.5055
H -1.0744 -3.8395 -0.6473
H -2.4937 -1.1248 1.2149
H 1.1981 0.8535 -0.8911
H 1.7125 1.7085 0.2363
H 0.5333 2.5185 -0.5619

Values from the calculation:
- Net charge: +1
- SMILES string: C#C/[N+](C=O)=N\C
- Frontier orbital gap: 8.58 eV



Model b:
This record from OMol25 describes a molecular structure, C4H5N2O. The level of theory is ωB97M-V/def2-TZVPD.

Positions of all 12 atoms, in Å:
C -0.3194 -1.4735 -0.0142
C -1.9490 0.2057 0.0282
C 1.0012 -1.0473 -0.1071
C 0.8310 0.5506 0.0501
N -1.4249 -1.0322 0.0383
N -0.3919 1.1490 -0.3188
O -2.9650 0.7281 0.1299
H 1.6539 -1.4354 0.6785
H 1.4381 -1.3460 -1.0641
H 1.1612 0.8259 1.0591
H 1.5583 0.8901 -0.7023
H -0.5935 1.9850 0.2224

Values from the calculation:
- Net charge: +1
- Frontier orbital gap (alpha / beta): 8.03 / 8.03 eV



model b wins, 4.454 eV ahead of the next structure.



Model a:
This record from OMol25 describes a gas-phase ion, C4H5N2O (charge +1). The level of theory is ωB97M-V/def2-TZVPD.

Positions of all 12 atoms, in Å:
C 1.6006 0.0915 0.0260
C -0.5160 -0.7208 0.0679
C -1.4269 -1.7179 -0.0469
C 0.7215 1.2753 -0.0608
N 0.9310 -0.9796 0.0436
N -0.5992 0.7069 -0.0616
O -1.5784 1.3771 0.0604
H 2.7248 0.2521 0.0562
H -2.4520 -1.4978 -0.0666
H -1.1388 -2.6992 0.0409
H 0.8713 2.0694 0.8435
H 0.8621 1.8430 -0.9025

Values from the calculation:
- Net charge: +1
- SMILES string: C=C1N=CC[N+]1=O
- Frontier orbital gap (alpha / beta): 7.75 / 7.75 eV



Model b:
This record from OMol25 describes a gas-phase ion, C4H5N2O (charge +1). The level of theory is ωB97M-V/def2-TZVPD.

Positions of all 12 atoms, in Å:
C -0.7661 -1.3516 0.0286
C -1.5500 -0.2891 -0.1568
C 1.5239 -0.4074 -0.0235
C -1.6767 1.1506 -0.0233
N 0.5645 -1.0761 -0.0234
N 2.6900 0.1036 -0.0835
O -2.7409 0.0854 -0.0178
H -1.1170 -2.3149 0.1233
H -1.7723 1.9215 -0.7435
H -1.2544 1.4603 0.9218
H 3.2978 0.1919 -0.8012
H 2.8012 0.5258 0.7993

Values from the calculation:
- Net charge: +1
- SMILES string: [NH2+]=C=N/C=C1\CO1
- Frontier orbital gap: 9.87 eV



model b wins, 0.884 eV ahead of the next structure.



Model a:
This record from OMol25 describes 2 unconnected molecules or ions with the total composition C4H9NO. The level of theory is ωB97M-V/def2-TZVPD.

Positions of all 15 atoms, in Å:
C -1.5725 0.5413 -2.4195
C -0.9063 1.7645 -2.3267
N -0.2590 2.1797 -1.2566
H -1.3764 -0.2812 -1.7545
H -2.3207 0.4395 -3.1876
H -0.9486 2.5037 -3.1241
H 0.0057 1.4153 -0.6238
H 0.6279 2.6579 -1.4428
O 0.4019 -0.9242 0.6883
C 0.4655 -1.6825 1.6298
C 1.3868 -1.5453 2.8105
H -0.3520 -2.4260 1.7526
H 1.0764 -0.7498 3.4804
H 1.3562 -2.5198 3.2998
H 2.4150 -1.3730 2.4742

Values from the calculation:
- Net charge: +1
- 2S+1: 2
- Frontier orbital gap (alpha / beta): 8.97 / 5.43 eV



Model b:
This record from OMol25 describes a molecular structure, C4H9NO. The level of theory is ωB97M-V/def2-TZVPD.

Positions of all 15 atoms, in Å:
C -1.0368 1.9569 0.6814
C -1.2739 0.9948 -0.3408
C -0.1587 0.3811 -1.0397
C 0.6437 -0.5957 -0.4238
N 1.6931 -1.1773 -1.2453
O 0.4180 -1.1818 0.6378
H -1.9255 2.5525 0.8749
H -0.1806 2.5696 0.4005
H -1.0195 0.7448 0.9466
H -2.2515 0.7302 -0.7338
H -0.6044 -1.1475 6.8957
H -1.2961 -1.0742 6.6422
H -0.0082 0.2809 -2.1149
H 1.2733 -1.5966 -2.0717
H 2.0036 -1.9316 -0.6380

Values from the calculation:
- Net charge: +1
- 2S+1: 2
- Frontier orbital gap (alpha / beta): 7.92 / 6.98 eV



Model c:
This record from OMol25 describes 2 unconnected molecules or ions with the total composition C4H9NO. The level of theory is ωB97M-V/def2-TZVPD.

Positions of all 15 atoms, in Å:
C -2.1030 -2.0913 0.3928
C -2.6663 -0.7004 0.0289
C -2.6870 0.4322 0.8150
H -1.0843 -1.9688 0.1285
H -2.3270 -2.2400 1.3887
H -2.4924 -2.7716 -0.4558
H -3.2162 -0.7428 -0.9106
H -3.2094 1.3206 0.6341
H -1.9167 0.5483 1.5792
C 2.5558 1.2658 -0.3423
N 2.2393 0.4664 -1.4538
O 2.6635 0.8192 0.8106
H 2.8122 2.3318 -0.5628
H 2.1751 -0.5450 -1.1806
H 1.6786 0.8119 -2.2949

Values from the calculation:
- Net charge: +1
- 2S+1: 2
- Frontier orbital gap (alpha / beta): 7.03 / 3.33 eV



model a wins, 1.787 eV ahead of the next structure.



Model a:
This record from OMol25 describes 2 unconnected molecules or ions with the total composition C4H13NO. The level of theory is ωB97M-V/def2-TZVPD.

Positions of all 19 atoms, in Å:
C 0.0304 0.0208 0.1145
N -0.3397 0.8118 -1.0284
C -1.4606 0.3971 -1.9323
C -1.9208 -1.0489 -1.8198
C -0.7843 0.0223 1.4228
H 0.1740 -1.0407 -0.1372
H 1.0785 0.1933 0.3831
H -0.6081 1.7384 -0.6911
H -2.3899 0.9742 -1.8249
H -1.0864 0.6562 -2.9247
H -2.7081 -1.3882 -2.4787
H -1.0852 -1.7491 -2.0030
H -2.0079 -1.2499 -0.7534
H -1.8519 -0.1321 1.2680
H -0.7466 1.0481 1.8211
H -0.3992 -0.6377 2.1942
H 4.7294 -0.2647 2.2825
H 3.2049 -0.5284 2.3104
O 3.9150 -0.0089 2.6902

Values from the calculation:
- SMILES string: CCNCC.O
- Frontier orbital gap: 9.61 eV



Model b:
This record from OMol25 describes 2 unconnected molecules or ions with the total composition C4H13NO. The level of theory is ωB97M-V/def2-TZVPD.

Positions of all 19 atoms, in Å:
C -0.9259 -0.1568 1.3129
C -0.2839 0.7671 0.2359
N 1.1606 0.7715 0.2127
C 1.7659 1.6410 1.2094
C 1.7512 -0.5423 0.1323
H -0.8728 -1.1946 0.9887
H -0.2991 -0.0997 2.2031
H -1.9584 0.0979 1.5418
H -0.6168 1.7713 0.5384
H -0.6691 0.5417 -0.7565
H 1.2582 1.5549 2.1698
H 1.7268 2.6810 0.8854
H 2.8049 1.3985 1.3569
H 2.8018 -0.4332 -0.1467
H 1.7066 -1.1074 1.0715
H 1.2117 -1.1283 -0.6120
H -3.6528 -1.5754 -4.6094
H -3.2668 -2.9232 -3.9747
O -3.6421 -2.0640 -3.7597

Values from the calculation:
- SMILES string: CCN(C)C.O
- Frontier orbital gap: 8.95 eV



model b wins, 0.294 eV ahead of the next structure.